The following is a quantum chemistry calculation of 11 unconnected molecules or ions with the total composition C45H116O37P4S7 at a distorted geometry, from OMol25.

Output
LUMO ... 0.15 eV
HOMO energy ... -10.41 eV
2S+1 ... 1
Orbital gap ... 10.56 eV
Charge ... 0

XYZ file:
```
209
Properties=species:S:1:pos:R:3:forces:R:3
C -0.84712 -2.89462 4.90113 0.3735 0.1652 0.5351
C -1.80193 -3.41084 3.77970 1.6641 0.5516 0.7806
O -0.98243 -3.95244 2.69393 -0.0835 0.0874 0.4786
P -1.61674 -4.14459 1.25135 -0.1834 -1.1585 1.1490
O -2.21072 -2.93883 0.69946 -0.2403 0.4435 -0.5884
O -0.39636 -4.71594 0.42310 -0.2516 -0.1852 0.2822
C 0.07608 -6.10110 0.35128 0.2240 0.8712 -1.3489
C 0.44111 -6.71009 1.65616 0.0974 0.1047 0.6721
O -2.62115 -5.37195 1.55454 1.6615 0.6314 0.7469
C -3.87875 -5.53584 0.96280 -1.5765 1.3131 -0.8904
C -4.02149 -6.97461 0.55958 -1.4288 0.7711 -1.5903
H -0.42740 -1.84423 4.78555 -0.7172 -1.3420 -0.2088
H -1.25504 -2.96094 5.94373 -0.2675 0.2134 -1.0881
H -0.00070 -3.58314 4.97000 0.1176 0.0826 -0.2826
H -2.43824 -4.18942 4.15876 -0.2827 -0.4012 0.0533
H -2.37854 -2.59051 3.41440 -0.5978 0.4340 -0.4479
H -0.71165 -6.69028 -0.12416 0.1776 0.1220 -0.2508
H 0.96962 -5.96804 -0.33434 -1.1146 -0.5469 0.7425
H 1.24218 -6.13830 2.10312 0.1637 0.2106 0.3959
H -0.41032 -6.75672 2.35104 0.2892 -0.0074 -0.2605
H 0.83548 -7.70869 1.48981 -0.1096 -0.2094 -0.0675
H -4.73138 -5.07824 1.58979 1.4245 -0.9258 -0.6177
H -3.83580 -4.95723 0.03553 -0.5886 0.2026 0.0692
H -5.06984 -7.15649 0.21116 0.7881 -0.0839 0.5615
H -3.40474 -7.11859 -0.32682 0.1875 -0.2330 0.0441
H -3.70546 -7.62772 1.31768 0.1238 -1.0332 1.0813
C -1.11320 0.88427 3.24382 0.7677 -0.2520 -0.4873
C -1.14027 0.91473 1.70710 -0.2320 0.0195 0.3190
O 0.23872 1.03622 1.28864 -0.8305 -0.4340 1.6855
P 0.60648 1.47962 -0.13088 1.7288 -1.0128 -3.1146
O 2.04616 1.27810 -0.37308 0.0990 -0.1456 0.2046
O -0.30126 0.66394 -1.15455 -0.4203 1.0157 0.4237
C -0.01602 -0.70327 -1.43931 -1.0798 -0.2922 -0.4518
C -1.05964 -1.20136 -2.43738 0.7552 -1.0953 1.0097
O 0.11550 2.93536 -0.38237 -0.3934 0.2732 1.2278
C 0.28920 3.74956 0.83973 -0.4016 0.2152 -0.6767
C -0.02898 5.15232 0.38647 -0.8476 -0.5243 1.2346
H -0.38573 0.08595 3.55261 -0.9026 0.6622 -0.1338
H -0.75536 1.81673 3.68012 0.3237 0.0399 -0.3594
H -2.09012 0.77005 3.68559 -0.4320 -0.5916 -0.0342
H -1.55523 0.02293 1.23490 0.1567 -0.4058 0.3724
H -1.74296 1.71036 1.24427 0.2302 0.2744 0.4539
H 0.93924 -0.75908 -1.92418 0.7477 -0.1692 0.0717
H -0.05224 -1.26848 -0.51993 0.1806 -0.3336 0.2990
H -2.08233 -1.15970 -2.08837 -0.1965 0.2281 0.2989
H -0.93173 -0.60117 -3.30057 -0.1556 0.3679 -1.1222
H -0.84291 -2.27138 -2.63807 -0.0138 0.6082 -0.1237
H -0.47429 3.43186 1.56600 0.4596 0.0063 -0.0674
H 1.30579 3.61321 1.26065 -0.5317 0.1510 -0.3289
H 0.56527 5.41839 -0.45231 0.4520 0.3080 -0.7654
H -1.12203 5.19978 0.14247 1.0124 0.2370 0.1898
H 0.23618 5.76767 1.24542 -0.3061 0.5177 -0.1385
C -3.61928 4.21293 -2.10389 1.1787 0.6950 -1.6205
C -2.89880 2.92265 -2.44626 -1.5877 -0.3589 0.9384
O -1.55524 3.18950 -2.71494 1.2947 -0.6478 -1.1648
P -1.02233 2.79956 -4.17613 -1.0834 2.7131 0.4778
O 0.40525 2.95530 -4.30871 1.2760 -0.2502 -0.0045
O -1.74767 1.51070 -4.53567 -0.4283 -3.2659 -0.6432
C -2.24534 1.02739 -5.82143 -0.3387 1.0115 -0.5002
C -2.62228 -0.42222 -5.86590 -0.6282 0.4812 -0.0494
O -1.87169 3.76156 -5.13110 -0.3455 -0.1736 0.0290
C -1.27045 4.85670 -5.76498 -0.1717 1.0701 0.2465
C -0.65537 4.52938 -7.06046 0.4589 0.0513 -1.4700
H -3.69670 4.78415 -3.04020 -0.1426 0.2343 0.3808
H -4.59186 4.05773 -1.70938 -0.8989 -0.2605 0.4094
H -3.00037 4.78340 -1.39825 -0.2474 -0.1641 -0.1228
H -2.96443 2.37652 -1.50666 0.3982 -0.8051 -0.1085
H -3.33674 2.31162 -3.27420 -0.0664 0.6887 0.8802
H -3.10682 1.65093 -6.06881 -0.0629 0.0127 0.2460
H -1.57623 1.16832 -6.68585 0.5441 0.4079 0.8295
H -1.74554 -1.03236 -5.69028 0.0301 -0.4154 -0.3285
H -3.41331 -0.70506 -5.17179 0.0852 0.0782 0.1312
H -3.06076 -0.47348 -6.88839 0.5316 -0.7091 0.5518
H -1.99091 5.65396 -5.88915 -0.7370 -0.1037 -0.0916
H -0.54105 5.32322 -5.14676 0.8753 0.0783 0.8712
H -1.41133 4.08314 -7.75300 0.6277 0.6280 0.2579
H -0.22512 5.50984 -7.42149 -0.4559 -1.2014 -0.1882
H 0.15976 3.80252 -6.94795 -0.1064 0.2389 0.0136
C -2.99899 3.97303 11.05813 0.0718 -0.0584 -0.2987
C -1.64297 3.70489 10.37423 -1.3273 -0.0817 1.2456
O -1.59275 4.32476 9.13594 -0.2486 0.0937 -2.5596
P -2.08434 3.38357 7.92681 -1.3501 -0.3206 1.6546
O -1.47925 2.04899 7.99451 -0.0467 0.3766 -0.6810
O -3.68049 3.31234 8.09563 0.5306 0.0808 -0.2571
C -4.49220 4.52673 8.01993 0.4001 -1.1043 -0.6299
C -5.93930 4.04617 8.09675 0.2012 0.6915 2.8506
O -1.94018 4.32549 6.70338 0.7067 0.2101 -0.7089
C -0.71456 4.22500 5.91242 -1.9482 0.3515 -1.2893
C -1.06397 4.54926 4.45759 0.7204 0.2341 0.4154
H -3.33360 5.03955 10.91640 0.3243 -1.1413 0.1829
H -3.75878 3.23863 10.69266 0.4769 0.8505 0.1659
H -2.84646 3.76919 12.11073 -0.2161 0.1268 0.3844
H -0.81717 4.14228 10.86105 0.7914 0.3785 1.2974
H -1.48480 2.63735 10.30982 0.1687 -0.3129 -0.1304
H -4.15661 5.14732 8.83678 -0.3287 0.4242 0.2361
H -4.22926 5.01666 7.06277 -0.4533 -0.1115 0.4424
H -6.61541 4.89843 8.02982 -0.0836 -0.0693 -0.4973
H -6.11504 3.27964 7.38557 -0.3172 -0.4797 -0.8002
H -6.18619 3.61809 9.14347 0.6936 0.4758 -1.5941
H -0.00234 4.91403 6.29331 0.6626 0.5553 0.4067
H -0.38550 3.22222 5.99042 0.6415 -0.9963 0.0947
H -1.28635 5.62150 4.31644 0.2026 -0.5083 -0.0212
H -0.17519 4.23638 3.91388 0.2123 0.5152 -0.3331
H -1.85827 3.95262 4.03011 -0.4766 -0.1825 0.3562
C 5.33522 1.13365 2.24772 0.3377 -0.3244 0.9281
C 3.87284 1.02145 2.36632 -0.9961 2.1137 0.1524
O 3.41806 2.43865 2.59694 -0.4064 0.8292 0.4853
S 2.70880 2.89866 3.93690 2.4456 0.3021 -0.2904
C 4.09890 3.04789 5.16422 0.1060 0.2406 -1.2519
O 2.31393 4.25468 3.72612 -0.5623 0.1153 -0.1992
O 1.76238 1.89302 4.28611 -0.3143 -0.2592 0.6974
H 5.67624 0.18411 1.91566 0.7458 -0.9747 -0.2272
H 5.79911 1.39354 3.20904 0.0638 -0.0295 -0.3712
H 5.59453 1.83796 1.48457 0.2033 0.5058 -0.3149
H 3.42251 0.79053 1.40232 -0.3346 -0.4193 0.3041
H 3.45271 0.55676 3.24231 0.0968 -1.1887 -0.1221
H 3.70564 3.31324 6.12673 -0.5224 -0.2514 0.4424
H 4.76671 3.89499 4.88821 -0.6830 -0.6190 -0.3530
H 4.70045 2.14127 5.18948 -0.2526 -0.1217 0.1049
C 3.73443 4.11024 -0.33346 -0.9925 -0.5893 -1.0288
C 4.83466 3.52917 -1.14474 1.8655 0.4394 0.3896
O 6.03674 4.01899 -0.41499 -0.2697 0.1028 -0.3294
S 7.45974 3.38499 -0.59689 -0.3910 2.9192 -0.8893
C 7.87161 3.68776 -2.29660 -0.2640 0.0615 1.3671
O 8.26709 4.22654 0.20583 0.9739 0.2010 0.7737
O 7.36024 2.01345 -0.37951 0.0164 -3.2696 0.4785
H 3.89774 3.70628 0.64492 -0.4158 0.1293 0.7547
H 2.79046 3.72615 -0.75474 0.1631 0.1898 0.3669
H 3.72365 5.19974 -0.34715 0.1815 -0.0780 0.0713
H 4.91351 2.44376 -1.19592 -0.4473 0.0868 0.2481
H 4.98078 3.92229 -2.13445 -0.4810 0.1287 -0.5725
H 8.86102 3.26842 -2.43413 0.0660 -0.0080 -0.2242
H 7.84991 4.77018 -2.37295 0.0463 -0.0101 -0.4345
H 7.10002 3.15961 -2.82023 -0.1063 -0.0722 -0.8494
C 3.77697 -2.86582 -6.19568 1.2862 1.1188 -0.8267
C 3.55019 -3.31649 -4.81116 -1.6149 -0.7807 -0.6481
O 2.13570 -3.94127 -4.79611 1.2080 0.3742 1.4589
S 1.70188 -4.30009 -3.30267 0.2775 -1.7931 -0.1638
C 2.69820 -5.81593 -2.88633 1.0545 1.1051 -0.6120
O 2.11934 -3.26296 -2.40577 -0.2895 0.1130 -0.1838
O 0.31993 -4.70131 -3.39127 0.7889 0.3362 0.2464
H 3.75095 -3.58542 -7.03676 -0.3624 0.1375 0.8124
H 4.81425 -2.50411 -6.14344 0.0317 -0.0289 -0.2467
H 3.23463 -1.95097 -6.40398 -0.4413 -0.1014 -0.2932
H 4.24441 -4.11876 -4.61532 0.0957 -0.1628 0.6749
H 3.55875 -2.48589 -4.09436 0.1139 -0.4867 -0.2218
H 3.79132 -5.68074 -3.13740 -1.2702 0.1881 0.1551
H 2.32335 -6.66548 -3.43578 -0.3323 -0.0779 -0.1680
H 2.68080 -5.99613 -1.81556 -0.3495 0.2350 0.0533
C 1.44464 -2.11824 1.72068 1.1381 -1.0772 0.7822
C 2.32292 -2.98714 0.77405 0.7177 1.2082 2.6015
O 3.65977 -2.29319 0.74327 -0.7705 -0.2535 0.3422
S 4.94288 -3.10759 0.39656 1.0511 -0.9450 1.8949
C 5.16641 -4.22256 1.88938 -1.7291 1.9380 -1.1801
O 4.73449 -3.94165 -0.73440 -0.3415 -0.4833 -0.8156
O 6.01039 -2.15912 0.40899 -0.0664 0.0714 -0.0413
H 1.79598 -2.30644 2.76186 -0.2327 0.1043 -0.5456
H 0.37959 -2.37836 1.72612 0.4632 0.1759 -0.4045
H 1.62505 -1.06619 1.54691 -0.1907 0.2178 -0.3727
H 2.49490 -3.99434 1.16382 -0.2608 0.1124 -0.1455
H 2.00381 -2.98606 -0.20305 -0.8291 -0.2176 -2.1244
H 5.10212 -3.51656 2.70537 0.1843 -0.0100 0.3848
H 6.09338 -4.73236 1.86356 0.8260 -0.4166 -0.2845
H 4.29834 -4.87500 1.91500 0.1706 -0.2589 0.0154
C -5.69846 1.77770 0.99455 0.4828 -0.9783 -0.3592
C -5.16043 0.47518 0.25472 -0.7008 0.8479 1.7687
O -6.20928 -0.48163 -0.04568 -0.3941 0.6415 -0.1898
S -6.69600 -1.62725 0.91909 1.5388 -0.6618 0.9031
C -8.24185 -1.16430 1.53127 -1.7202 0.3068 -0.8626
O -6.82114 -2.75107 0.03968 -0.1172 0.0847 0.5815
O -5.89314 -1.65736 2.13279 0.0158 -0.1488 -1.3759
H -4.85940 2.40084 1.29607 0.3982 -0.1270 -0.0556
H -6.22550 1.56046 1.93879 -0.0007 -0.1647 -0.5723
H -6.28342 2.42440 0.34098 -0.3174 -0.3245 -0.0114
H -4.75944 0.73606 -0.72376 0.2017 -0.1726 0.2125
H -4.45894 -0.05680 0.91962 0.0532 0.4070 -0.5385
H -8.89026 -0.77686 0.72491 0.4768 0.2928 0.4153
H -8.10984 -0.51742 2.39113 -0.0852 0.2282 -0.1936
H -8.76128 -2.06933 1.82718 0.2897 -0.3120 0.2826
C 1.69860 0.09828 -4.99843 1.0599 -1.9782 1.1048
C 2.76298 0.78350 -4.14074 0.9322 -0.4336 -0.5023
O 4.06774 0.10735 -4.41165 -1.2054 0.0980 -0.3593
S 5.38005 0.34824 -3.58068 -0.6490 -2.0212 -0.3412
C 5.04098 -0.42366 -2.04336 -0.3748 -0.5751 -0.0337
O 6.30758 -0.46629 -4.30599 0.4494 0.4956 0.2490
O 5.56040 1.73205 -3.35042 0.4054 1.2757 -0.2198
H 1.91145 0.23193 -6.05645 -0.2142 0.1402 -0.0118
H 0.74312 0.45587 -4.68927 -0.6724 0.6136 -0.1615
H 1.64412 -1.02721 -4.77699 0.3460 1.4194 -0.3023
H 2.87500 1.82186 -4.40629 -0.0013 0.3333 -0.1705
H 2.62899 0.73707 -3.07568 -0.5755 -0.1701 0.5269
H 5.94906 -0.44410 -1.44712 0.0684 -0.0123 -0.0523
H 4.67075 -1.44021 -2.25109 0.3581 0.2864 0.0986
H 4.26224 0.10944 -1.51120 -0.1716 0.3005 0.1063
C -2.91245 -4.00682 -3.99375 0.0353 0.8310 1.5144
C -1.88453 -4.14244 -5.08185 0.5804 0.5125 0.1766
O -2.64139 -4.01029 -6.24547 -2.1956 -0.2503 -2.6071
S -2.26654 -4.81514 -7.56437 3.7898 -0.4300 2.0218
C -0.58592 -4.11022 -7.66588 -0.7014 -1.8645 -0.3067
O -2.08978 -6.21694 -7.30459 -0.6278 0.2708 0.1127
O -3.08047 -4.36340 -8.60494 -1.4943 0.7653 -1.2438
H -3.82718 -4.64131 -4.05868 1.2794 -0.3511 0.2434
H -3.38768 -3.01808 -4.09227 0.4322 0.0243 -0.0924
H -2.35411 -3.94942 -3.01769 -1.0024 -0.5990 -0.6285
H -1.22053 -3.24067 -5.09899 -0.0977 -0.8873 0.5129
H -1.28227 -5.05679 -5.17205 -0.3165 0.2159 0.7283
H 0.02614 -4.65936 -6.91451 -0.3676 0.6181 -0.6070
H -0.76113 -3.08945 -7.41404 0.4617 0.8530 -0.1134
H -0.23416 -4.30742 -8.68303 0.1202 0.3309 0.2626
```
Forces are in eV/Å.